# 1
DFT (wB97M-V/def2-TZVPD) results for a structure of composition C26H22Br2N6O6S2Ta.

Computed properties:
- Multiplicity: 2
- LUMO level (spin up / spin down): -0.6 / -1.1 eV
- HOMO-LUMO gap (spin up / spin down): 6.40 / 7.15 eV
- Expectation value of S²: 0.7571
- ΔE to the lowest compared entry with this formula, charge and spin: 0.000 eV
- Highest occupied orbital energy (spin up / spin down): -7.0 / -8.2 eV

The geometry in XYZ format:
```
65
Properties=species:S:1:pos:R:3:lowdin_charge:R:1
Ta 1.115 -1.332 -0.017 1.7712
C 3.843 -1.630 -3.515 0.0035
C 2.768 -0.953 -2.719 -0.4095
O 2.462 -1.521 -1.612 -0.1682
C 2.194 0.220 -3.150 -0.0148
C 1.288 0.969 -2.378 -0.3074
C 0.899 2.321 -2.898 -0.0223
N 0.798 0.552 -1.219 -0.0953
N -0.005 1.524 -0.617 0.0785
C -0.514 1.078 0.463 -0.4613
O -0.326 -0.184 0.840 -0.3201
C -1.297 1.942 1.366 -0.1507
C -1.576 1.512 2.661 -0.0464
C -2.257 2.345 3.538 -0.0756
C -2.660 3.607 3.126 -0.0903
C -2.376 4.040 1.836 -0.0735
C -1.694 3.214 0.958 -0.0190
H 4.817 -1.276 -3.168 0.0978
H 3.757 -1.402 -4.576 0.0836
H 3.802 -2.705 -3.352 0.0887
H 2.514 0.633 -4.094 0.1064
H 1.352 2.495 -3.870 0.0772
H 1.222 3.092 -2.197 0.0846
H -0.185 2.402 -2.972 0.0821
H -1.229 0.538 2.983 0.1158
H -2.456 2.014 4.549 0.1070
H -3.180 4.261 3.814 0.1043
H -2.680 5.028 1.518 0.1054
H -1.452 3.543 -0.043 0.1144
Br -2.054 -0.758 -1.999 0.8760
C -1.208 -2.432 -2.176 -0.7315
C -1.774 -3.353 -3.044 -0.1122
C -1.162 -4.582 -3.189 -0.0210
C -0.008 -4.849 -2.467 0.0265
C 0.483 -3.877 -1.627 -0.1647
N -0.107 -2.672 -1.475 -0.0105
C 1.718 -4.138 -0.787 -0.5579
O 2.369 -5.138 -0.959 0.1136
O 1.932 -3.217 0.109 -0.2020
H -2.679 -3.097 -3.573 0.1065
H -1.584 -5.324 -3.854 0.1191
H 0.525 -5.787 -2.527 0.1286
S -0.323 -3.104 2.854 0.8206
C 0.271 -2.370 1.664 -0.7024
Br 0.991 4.949 4.349 0.7469
C 1.668 3.867 2.956 -0.6631
C 2.044 4.451 1.755 -0.1823
N 2.538 3.751 0.739 0.0900
C 2.647 2.434 0.890 -0.0867
C 2.281 1.766 2.052 -0.1152
C 1.789 2.503 3.120 -0.0470
C 2.330 0.271 2.166 -0.5422
O 2.198 -0.300 3.216 0.1098
O 2.510 -0.335 0.989 -0.1926
H 1.947 5.521 1.615 0.1028
H 3.041 1.875 0.050 0.1170
H 1.504 2.002 4.036 0.1244
N -5.248 -2.057 1.231 0.0761
C -3.917 -2.155 1.030 -0.9808
N -3.179 -1.118 1.466 0.1051
S -3.245 -3.483 0.263 0.5712
H -5.649 -1.336 1.805 0.1000
H -5.810 -2.851 0.983 0.0843
H -3.593 -0.270 1.816 0.1011
H -2.188 -1.112 1.272 0.0266
```

***

# 2
DFT (wB97M-V/def2-TZVPD) results for a structure of composition C4H5AgO2 at a distorted geometry.

Computed properties:
- Multiplicity: 3
- LUMO level (spin up / spin down): 0.4 / -1.4 eV
- HOMO-LUMO gap (spin up / spin down): 5.80 / 8.29 eV
- Expectation value of S²: 2.0104
- ΔE to the lowest compared entry with this formula, charge and spin: 1.988 eV
- Highest occupied orbital energy (spin up / spin down): -5.4 / -9.7 eV

The geometry in XYZ format:
```
12
Properties=species:S:1:pos:R:3:lowdin_charge:R:1
H -2.354 -0.449 2.205 0.0939
O -2.115 -0.048 1.365 -0.0390
C -0.970 -0.701 0.855 -0.2400
C -0.516 -0.049 -0.382 -0.0932
C -0.485 0.766 -1.343 0.1492
H -1.176 -1.764 0.639 0.1329
H -0.132 -0.667 1.574 0.1332
H -0.915 1.404 -2.103 0.0956
C 1.379 0.236 -0.907 -0.2182
O 2.106 0.525 0.145 -0.3615
Ag 3.661 1.504 -0.652 0.2496
H 1.516 -0.757 -1.395 0.0974
```

***

# 3
DFT (wB97M-V/def2-TZVPD) results for a cluster of 2 separate species, C2H2FNO in total at a distorted geometry.

Computed properties:
- LUMO level (spin up / spin down): -1.1 / -0.9 eV
- HOMO-LUMO gap (spin up / spin down): 9.25 / 8.54 eV
- ΔE to the lowest compared entry with this formula, charge and spin: 4.047 eV
- Highest occupied orbital energy (spin up / spin down): -10.3 / -9.4 eV

The geometry in XYZ format:
```
7
Properties=species:S:1:pos:R:3:lowdin_charge:R:1
C -0.871 0.318 0.869 -0.1956
C 0.081 -0.162 -0.032 -0.4058
N -1.635 0.817 1.622 0.1803
O 1.438 0.148 -0.156 0.0630
F -0.050 -1.439 -0.442 0.0622
H -0.879 0.964 -1.471 0.1864
H 1.917 -0.645 -0.390 0.1094
```

***

# 4
DFT (wB97M-V/def2-TZVPD) results for a structure of composition C40H43N5O5P2PrS2 at a distorted geometry.

Computed properties:
- Multiplicity: 3
- LUMO level (spin up / spin down): 1.3 / 1.3 eV
- HOMO-LUMO gap (spin up / spin down): 4.28 / 4.29 eV
- Expectation value of S²: 2.0039
- Charge: -1
- ΔE to the lowest compared entry with this formula, charge and spin: 0.000 eV
- Highest occupied orbital energy (spin up / spin down): -3.0 / -3.0 eV

The geometry in XYZ format:
```
98
Properties=species:S:1:pos:R:3:lowdin_charge:R:1
Pr -0.979 -1.957 -0.478 0.8583
C -0.810 -5.926 -3.341 -0.0200
C -0.888 -4.896 -2.213 -0.2694
N -0.416 -3.676 -2.345 -0.0290
N 0.330 -3.356 -3.434 0.0864
C 0.736 -2.082 -3.364 -0.4406
O 0.427 -1.264 -2.434 -0.1858
C 1.608 -1.552 -4.405 -0.1534
C 2.276 -2.348 -5.302 -0.0312
C 3.215 -1.777 -6.211 -0.0908
C 3.606 -0.434 -6.107 -0.1043
C 3.001 0.371 -5.122 -0.0771
C 1.958 -0.182 -4.355 0.0012
C -1.618 -5.198 -1.050 -0.2068
C -1.869 -6.543 -0.769 -0.0165
C -2.769 -6.887 0.243 -0.0296
C -3.405 -5.800 0.919 -0.0685
C -3.149 -4.489 0.575 -0.1202
N -2.166 -4.170 -0.286 0.0013
H -0.303 -5.445 -4.157 0.0534
H -1.828 -6.261 -3.646 0.0983
H -0.341 -6.863 -3.039 0.0655
H 1.982 -3.411 -5.344 0.1107
H 3.712 -2.460 -6.898 0.0879
H 4.388 -0.065 -6.801 0.0996
H 3.294 1.389 -4.886 0.0944
H 1.410 0.485 -3.660 0.1282
H -1.354 -7.261 -1.372 0.0930
H -2.927 -7.950 0.545 0.1174
H -4.128 -5.983 1.701 0.0937
H -3.628 -3.652 1.098 0.1249
C -5.370 -1.096 -2.571 -0.1596
C -4.021 -0.775 -1.963 -0.8351
S -2.572 -1.210 -2.737 0.6100
C -4.120 -0.079 -0.730 -0.8247
C -5.527 0.464 -0.409 -0.1673
S -2.954 0.042 0.481 0.6183
H -5.887 -1.694 -1.803 0.0670
H -5.173 -1.697 -3.468 0.0550
H -5.943 -0.173 -2.735 0.0587
H -5.428 1.167 0.421 0.0450
H -6.255 -0.360 -0.156 0.0758
H -5.936 0.925 -1.311 0.0470
O 0.020 1.941 -0.549 -0.0067
N 0.367 3.294 -0.226 -0.2500
C 0.049 4.401 -0.912 -0.1462
C 0.842 5.457 -0.549 -0.2918
C 1.080 6.670 -1.217 -0.0731
C 2.164 7.450 -0.869 -0.1155
C 3.104 7.056 0.163 -0.1353
C 2.821 5.939 0.917 -0.1229
C 1.741 5.114 0.518 -0.2636
P 1.490 3.431 0.992 1.0187
C 0.846 3.329 2.586 -0.2662
C 1.776 3.830 3.529 -0.0922
C 1.445 3.996 4.854 -0.0898
C 0.245 3.509 5.320 -0.0779
C -0.671 2.907 4.411 -0.0769
C -0.391 2.883 3.052 -0.0438
C 2.996 2.499 0.957 -0.2869
C 3.281 1.418 1.809 -0.0539
C 4.179 0.440 1.363 -0.0609
C 4.847 0.614 0.116 -0.0445
C 4.749 1.834 -0.596 -0.0668
C 3.770 2.723 -0.185 -0.0759
H -0.840 1.784 -0.144 0.0372
H -0.588 4.304 -1.775 0.1127
H 0.370 6.971 -2.057 0.1256
H 2.353 8.402 -1.331 0.0764
H 4.027 7.636 0.315 0.0821
H 3.285 5.742 1.868 0.0805
H 2.757 4.154 3.219 0.0962
H 2.070 4.605 5.472 0.1007
H -0.068 3.671 6.334 0.0922
H -1.562 2.371 4.751 0.0941
H -1.085 2.414 2.392 0.0920
H 2.821 1.420 2.800 0.1027
H 4.408 -0.385 2.010 0.0900
H 5.525 -0.142 -0.297 0.1069
H 5.390 2.067 -1.437 0.1000
H 3.514 3.617 -0.764 0.1175
C -2.780 -0.284 3.684 -0.2140
P -1.242 -1.184 3.514 0.6053
C -0.156 -0.699 4.818 -0.1623
C -1.494 -2.981 3.515 -0.1476
O -0.794 -0.811 2.080 -0.5227
H -3.089 -0.205 4.710 0.0428
H -3.488 -0.795 3.115 -0.0059
H -2.726 0.715 3.243 0.0282
H -0.559 0.067 5.492 0.0522
H 0.725 -0.333 4.281 0.0633
H 0.160 -1.585 5.355 0.0434
H -1.088 -3.445 4.432 0.0499
H -0.909 -3.411 2.654 0.0714
H -2.533 -3.248 3.429 0.0345
O 3.223 -2.660 0.902 -0.1345
N 2.259 -2.403 0.148 -0.2262
O 1.186 -1.978 0.707 -0.3232
```